4
Properties=species:S:1:pos:R:3:forces:R:3:mulliken_charge:R:1 method="wB97M-V/def2-TZVPD" gap_ev="7.75 / 9.99" de_lowest_kcal_mol=163.0 charge=0 e_homo_ev="-8.4 / -10.7" energy_ev=-13393.1507 multiplicity=1
O -2.8495 -0.7806 -0.6106 -0.869 -3.062 -2.795 -0.137
O -2.9476 -0.3780 0.7568 -0.754 -0.072 2.988 -0.164
P -2.2755 0.6330 -0.2863 2.129 2.884 -0.018 0.336
H 0.3387 -0.2953 0.4127 -0.506 0.250 -0.174 -0.035